This record from OMol25 describes a cluster of 4 separate species, C20H32ClF3N2O11P in total. The level of theory is ωB97M-V/def2-TZVPD.

Each line ends with the Mulliken charge.
Geometry (Å):
O 0.68 -5.73 -2.30  -0.48
H -0.91 2.93 4.00  0.14
C -1.36 0.99 -0.07  0.37
C -1.84 3.80 0.74  -0.67
C -2.95 1.98 4.24  -0.55
H 0.13 -1.40 1.96  0.63
H -1.81 3.35 5.47  0.38
H -2.94 -0.01 3.37  0.36
C -3.54 3.64 -1.32  -1.13
F -2.56 -1.84 -5.67  -0.28
H -1.41 4.67 0.19  0.51
C 3.04 -3.62 -1.09  -0.36
C -2.73 1.03 3.02  -0.39
C -3.86 -1.55 -5.45  0.29
C -0.18 -0.74 1.12  -0.07
H -2.35 -0.59 -1.03  0.57
N -0.69 -1.45 -0.13  0.01
H 4.20 -4.45 -2.76  0.30
Cl -0.67 -0.15 -2.65  -0.10
O 7.98 2.11 -0.18  -0.47
H -3.50 1.25 2.25  0.31
H 7.47 -0.15 2.92  0.29
O 6.26 1.67 1.21  -0.31
C -1.27 -0.32 -0.97  -0.71
C 3.83 -4.71 -1.76  0.30
H -4.04 -0.25 -3.72  0.15
H -3.10 4.65 -1.45  0.36
O 1.72 -3.87 -1.58  -0.24
N -2.67 1.62 -0.26  -0.58
C 7.43 1.38 0.58  0.58
H -0.98 3.28 1.19  -0.07
O 7.89 0.14 0.91  -0.30
C 7.03 -0.35 1.94  -0.45
C -5.69 -2.66 -4.84  0.58
H -2.26 -0.38 1.31  0.28
O 2.89 -5.76 -1.86  -0.31
O -5.46 -1.77 -3.83  -0.33
C 5.77 0.44 1.71  0.52
H 6.87 -1.43 1.84  0.28
H -1.41 -2.10 0.19  0.45
H 3.04 -3.71 0.00  0.23
H -4.57 3.67 -0.90  0.28
O -4.64 -2.70 -5.71  -0.30
C 1.78 1.70 1.14  -0.75
H 0.17 -1.84 -0.52  0.03
H -3.45 -1.88 -3.34  0.03
H -0.56 1.71 -0.32  0.71
H 2.57 1.63 1.92  0.40
H -3.06 1.42 5.20  0.37
F 5.11 0.66 2.88  -0.31
H -2.35 4.09 3.96  0.26
C -4.12 -1.30 -3.99  0.04
C -1.92 3.16 4.38  -0.95
H -4.18 -0.73 -6.10  0.29
C 1.66 -5.18 -1.95  0.54
H -2.50 4.16 1.55  0.18
H 2.90 -0.68 1.96  0.31
H 0.89 2.17 1.60  -0.08
H -3.95 2.45 4.09  0.29
O -6.67 -3.30 -4.94  -0.47
P 1.48 -0.02 0.46  0.09
F 4.86 -5.11 -0.99  -0.28
C -1.36 0.28 1.34  -0.80
H 3.37 -2.62 -1.37  0.28
H 5.09 -0.01 0.98  0.17
H 2.21 2.32 0.33  0.35
O 2.71 -1.02 1.07  -0.45
C -2.64 2.92 -0.25  0.58
O -1.38 1.03 2.52  -0.20
H -3.48 3.03 -2.23  0.29

Properties
* total charge: +1


This record from OMol25 describes a cluster of 5 separate species, C20H32FO12P in total. The level of theory is ωB97M-V/def2-TZVPD.

Each line ends with the Mulliken charge.
Geometry (Å):
O 6.79 -1.94 1.96  -0.31
H -3.45 -0.32 1.53  0.42
H 6.97 -3.83 4.53  0.31
H 4.86 -1.06 3.72  0.34
H 6.09 -4.05 3.01  0.32
H -4.67 0.74 -1.27  0.17
H 6.34 1.17 -1.24  0.33
H -7.39 3.36 -3.66  0.30
H -2.29 -1.55 0.99  0.34
H -5.95 4.00 -2.86  0.32
O -6.24 2.73 1.62  -0.57
O 6.24 0.10 2.75  -0.29
C -6.86 3.07 0.63  0.60
H -4.04 -2.08 -2.76  0.34
C 6.25 -3.36 3.85  -1.27
H 4.83 0.38 -0.73  0.31
H 1.33 -0.06 -2.85  0.24
O 4.72 1.36 -2.52  -0.32
H 7.82 -1.89 3.72  0.29
C -2.10 -2.07 3.63  -1.27
C 5.47 0.60 -1.59  -0.40
H -2.62 -2.78 2.97  0.34
C 6.61 -0.63 1.65  0.52
H -7.92 2.27 -1.74  0.28
P -2.04 -0.60 -3.28  -0.12
H 6.73 -0.40 -3.03  0.17
H -7.46 4.93 -2.89  0.40
H -1.16 -2.53 3.95  0.31
C 5.93 -0.85 3.76  -0.64
F -6.05 -0.75 -1.96  -0.36
O -0.49 -0.48 2.78  -0.36
C -1.88 -0.72 2.96  0.58
C -0.38 0.30 1.66  0.56
O -8.14 3.55 0.65  -0.30
C -3.58 -1.11 -2.25  -0.07
H 5.96 -1.67 -0.48  0.01
H 0.61 0.37 -0.94  0.14
C -8.39 4.07 -0.65  -0.63
H 7.15 -2.19 -1.67  0.28
C 6.11 -1.85 -1.55  -0.95
H -9.44 3.95 -0.91  0.32
C -2.40 -0.63 1.56  -0.79
C -4.77 0.02 -2.19  -0.11
H 5.46 -2.68 -1.86  0.39
O 4.74 -0.78 -3.23  -0.37
H -2.73 -1.95 4.52  0.30
H -0.55 -2.24 -1.69  0.30
H 5.31 -3.27 4.40  0.35
O -1.57 0.36 0.99  -0.19
C 4.18 0.46 -3.40  0.51
H -2.27 0.08 3.60  0.35
O 0.64 0.87 1.31  -0.60
H -4.93 0.61 -3.19  0.23
H -1.97 0.83 -3.49  0.04
H -3.29 -1.36 -1.12  -0.17
C -7.48 3.24 -1.51  0.61
O 6.75 -0.16 0.53  -0.51
H -8.14 5.14 -0.64  0.35
O 3.32 0.73 -4.22  -0.58
C 5.86 -0.61 -2.39  0.65
C 6.79 -2.02 3.38  0.57
O -6.37 3.02 -0.65  -0.35
H 6.18 -0.45 4.75  0.30
C 0.56 -0.18 -1.97  -0.51
C -7.04 3.93 -2.79  -1.31
C -0.54 -1.17 -2.18  -0.13

Properties
* total charge: 0


This record from OMol25 describes a cluster of 3 separate species, C20H32N3O3P in total. The level of theory is ωB97M-V/def2-TZVPD.

Each line ends with the Mulliken charge.
Geometry (Å):
C 1.39 0.83 -2.00  -0.55
H 3.47 2.64 -0.31  0.64
C -1.19 -2.16 5.25  -0.31
H -3.26 0.17 -0.91  0.55
O -1.89 -2.06 1.59  -0.55
C 0.99 0.55 2.89  -0.89
C -1.71 1.67 -1.13  -0.99
H -2.76 0.50 -8.00  0.38
H -0.34 -0.76 -7.95  0.41
H 1.25 -3.32 -0.21  0.39
C 1.95 1.14 0.31  -0.25
H 0.55 -0.54 -5.40  0.39
H 0.62 -0.44 3.16  0.01
N 2.35 1.88 -1.93  -0.44
H 3.84 2.46 1.79  0.29
C -1.49 -1.56 0.58  0.33
H -0.99 -3.32 -0.40  0.55
C 0.87 -2.32 0.02  -0.55
C -0.37 -0.19 -5.85  -0.51
C -2.11 0.38 -7.15  -0.62
O -1.72 -0.22 0.38  -0.33
H -1.72 -0.80 3.57  0.64
H 1.22 1.94 0.49  0.52
C 3.02 1.70 -0.62  -1.06
H -1.13 1.76 -2.05  0.17
H 3.11 2.27 3.39  0.34
C -1.34 -1.94 6.65  -0.59
N -2.06 -0.15 5.58  -0.01
C -2.17 0.23 -0.91  -0.11
C 1.24 0.14 -0.65  3.13
C 1.76 -1.31 -0.71  -1.24
N -1.29 0.49 -5.10  0.11
O 0.79 0.53 -2.99  -0.41
H -1.05 1.97 -0.31  0.20
P 2.53 0.38 1.89  0.10
H -1.81 -0.43 -1.69  0.11
C -1.64 -1.03 4.62  -0.59
C -0.62 -2.29 -0.40  -0.46
H -1.17 0.70 -4.13  0.32
H -2.15 -0.15 7.71  0.39
H 0.96 -2.21 1.11  0.33
C -0.84 -0.28 -7.13  -0.51
H -2.54 2.36 -1.16  0.39
H 0.20 1.07 2.34  0.32
H -2.44 0.76 5.39  0.21
H 0.17 0.14 -0.43  -1.64
C -2.35 0.84 -5.89  -0.39
C -1.87 -0.69 6.82  -0.55
H -0.71 -1.92 -1.42  0.02
H 2.76 -1.36 -0.27  0.35
H 1.18 1.11 3.81  0.53
H 1.84 -1.62 -1.75  0.38
C 3.59 1.74 2.57  -1.03
H 1.82 2.75 -1.95  0.31
H -1.08 -2.63 7.44  0.40
H -0.80 -3.04 4.77  0.43
H 3.82 0.96 -0.76  0.28
H 4.52 1.30 2.93  0.32
H -3.18 1.39 -5.49  0.38

Properties
* relative energy (zero: lowest compared OMol25 entry of this formula, charge and spin): 0.0000 eV
* total charge: 0


This record from OMol25 describes a cluster of 6 separate species, C20H32N4O2S2 in total. The level of theory is ωB97M-V/def2-TZVPD.

Each line ends with the Mulliken charge.
Geometry (Å):
H -3.16 11.34 17.04  0.39
H -9.22 16.47 18.16  0.33
C 0.15 14.25 19.23  -0.67
H -6.07 7.53 13.16  0.38
H -5.11 13.73 10.59  0.23
C -6.47 15.32 10.68  -0.35
H -6.03 12.81 14.77  0.50
C -5.03 17.23 16.96  -1.09
H -3.69 15.54 16.58  0.81
H -7.44 16.11 14.61  0.11
H -5.30 10.11 13.81  0.42
H -4.93 17.24 12.83  0.49
H 0.26 14.06 20.29  0.40
C -4.32 15.97 18.67  -0.28
H -4.12 12.84 17.32  0.22
C -3.95 11.99 16.66  -0.90
H -3.75 6.07 13.41  0.39
H -7.12 17.32 11.42  0.46
H -3.57 14.89 12.10  0.59
H 0.97 15.02 16.13  0.39
H -1.79 13.27 18.80  0.38
H -8.70 15.18 13.73  0.35
H -5.43 17.17 20.21  0.41
O -2.61 13.75 15.14  -0.80
C -5.15 13.42 14.56  -0.83
S -3.59 12.62 15.01  0.32
H -5.33 14.44 14.88  0.23
H -2.03 7.57 14.19  0.18
N -0.66 14.12 17.18  0.28
H -6.22 18.46 18.15  0.22
C -8.51 15.92 14.51  -0.83
H -7.15 14.79 10.03  0.43
C -3.41 9.20 14.16  -0.56
H -8.41 17.41 16.87  0.21
H -3.77 15.24 19.23  0.38
C -5.13 7.87 13.56  -0.95
C 0.57 14.71 17.08  -0.52
C -5.09 16.98 19.21  -0.86
C 1.10 14.79 18.34  -0.50
H 2.02 15.25 18.65  0.38
H -9.07 16.82 14.24  0.45
N -2.96 7.92 14.05  0.00
N -5.56 17.70 18.13  0.05
C -5.23 16.47 12.13  0.00
H -4.81 11.31 16.59  0.44
H -1.29 14.01 16.37  0.27
C -3.98 7.09 13.63  -0.32
O -10.27 14.48 16.04  -0.67
C -0.91 13.81 18.50  -0.23
C -4.23 16.15 17.28  -0.16
N -5.32 14.64 10.94  0.06
H -10.15 17.11 16.75  0.35
H -5.38 17.64 16.03  0.53
C -9.20 16.70 17.10  -0.88
C -4.75 9.18 13.86  0.08
C -6.38 16.54 11.34  -0.84
H -5.10 13.38 13.47  0.18
S -8.95 15.18 16.12  0.58
C -4.51 15.33 11.81  -1.05
H -2.79 10.00 14.51  0.45

Properties
* relative energy (zero: lowest compared OMol25 entry of this formula, charge and spin): 4.3082 eV
* total charge: 0


Which maximum force belongs to each record? In order, 2.7, 3.2, 1.0, 1.8 eV/A.
Which highest occupied orbital energy belongs to each record? In order, -0.4516, -0.2396, -0.2938, -0.2867 Ha.